The following is a quantum chemistry calculation of a single C4H6ClNO molecule at a distorted geometry, from the Open Molecules 2025 dataset.

CARTESIAN COORDINATES (ANGSTROEM)
1 C 1.13001 -0.06914 0.15365
2 C -0.26272 -0.32594 -0.05734
3 C -1.10772 0.67852 -0.34093
4 C -0.83942 -1.65876 0.22187
5 N 1.50101 2.18180 -0.11523
6 O 1.91306 1.00211 0.19195
7 Cl -2.83386 0.45982 -0.47507
8 H 1.84689 -0.87094 0.24883
9 H -0.70542 1.65557 -0.80317
10 H -0.66401 -2.31807 -0.67251
11 H -1.96986 -1.54920 0.46980
12 H -0.38213 -1.93946 1.20242
13 H 2.37417 2.75370 -0.02427

Results
- Spin multiplicity: 1
- HOMO level (spin up / spin down): -7.77 / -8.71 eV
- Frontier orbital gap (spin up / spin down): 7.88 / 8.54 eV
- Energy relative to the best compared isomer or geometry (same formula, charge and spin): 127.20 kcal/mol



The following is a quantum chemistry calculation of H8O2P2SSi2 as an isolated structure, from the Open Molecules 2025 dataset.

CARTESIAN COORDINATES (ANGSTROEM)
1 O 1.18518 1.47470 1.82997
2 P 0.96649 1.63270 0.36759
3 Si 0.20118 -0.28739 -0.59227
4 O -1.24468 -0.74031 0.03272
5 Si -2.66646 0.11428 0.16960
6 P 1.82474 -1.74054 -0.02294
7 S 3.44125 -1.32270 -1.03240
8 H 0.05661 2.63838 -0.03729
9 H 2.07142 1.98643 -0.43612
10 H 0.18417 -0.17519 -2.06506
11 H -3.78994 -0.82707 0.06722
12 H -2.68065 0.83952 1.45142
13 H -2.69966 1.09090 -0.94592
14 H 1.25314 -3.02047 -0.16632
15 H 1.89720 -1.66323 1.37980

Results
- Spin multiplicity: 1
- HOMO level: -8.86 eV
- Frontier orbital gap: 8.98 eV



The following is a quantum chemistry calculation of a 2-piece molecular cluster, C5H12N2 overall at a distorted geometry, from the Open Molecules 2025 dataset.

CARTESIAN COORDINATES (ANGSTROEM)
1 C 0.97274 -0.34535 0.28734
2 C 1.57202 -0.30843 -1.10438
3 C 1.97381 0.01849 1.36891
4 N -0.28936 0.71996 0.30718
5 H 0.54343 -1.32763 0.48844
6 H -0.43003 1.20614 1.19217
7 H -0.09156 1.47686 -0.34293
8 H 2.35457 -1.06404 -1.18803
9 H 2.79024 -0.70529 1.38190
10 H 0.82217 -0.50951 -1.86637
11 H 2.01828 0.66291 -1.31346
12 H 2.39787 1.00556 1.18488
13 H 1.48557 0.00412 2.34198
14 C -2.72336 0.00042 -0.92156
15 C -2.45543 -0.30201 0.48806
16 N -2.66292 -0.92331 1.46040
17 H -3.36144 0.88083 -1.02315
18 H -1.80121 0.41219 -1.35218
19 H -3.11540 -0.90191 -1.38921

Results
- Spin multiplicity: 1
- HOMO level: -9.26 eV
- Frontier orbital gap: 10.11 eV
- Structure (SMILES): CC(C)N.CC#N
- Energy relative to the best compared isomer or geometry (same formula, charge and spin): 36.79 kcal/mol



The following is a quantum chemistry calculation of a 2-piece molecular cluster, C8H9O5S2 overall at a distorted geometry, from the Open Molecules 2025 dataset.

CARTESIAN COORDINATES (ANGSTROEM)
1 C 2.69976 0.02779 -0.76181
2 C 0.62537 1.71721 1.06342
3 C -0.27329 1.38662 -0.97019
4 C 1.68358 -0.72538 -1.07755
5 C -0.39004 0.22659 -0.22151
6 C 2.02616 -2.04082 1.35137
7 C -3.30525 1.08436 -0.18469
8 C -1.30441 -0.88722 -0.42605
9 O 0.45965 2.29711 -0.12177
10 O 3.50646 0.73688 -0.29937
11 O 1.16291 2.22749 2.01388
12 O -0.53418 1.68073 -2.12896
13 O 0.11128 0.48852 1.07791
14 S 1.70258 -2.38656 -0.40378
15 S -3.04466 -0.64719 0.27311
16 H 1.13820 -0.62984 -1.99585
17 H 3.05572 -1.71706 1.47699
18 H 1.85326 -2.96683 1.89047
19 H 1.33998 -1.26983 1.69000
20 H -4.35964 1.29983 -0.04223
21 H -3.02074 1.22501 -1.22384
22 H -2.70196 1.72099 0.45704
23 H -0.97946 -1.80557 0.05738
24 H -1.45128 -1.04279 -1.49397

Results
- Spin multiplicity: 1
- HOMO level: -3.07 eV
- Frontier orbital gap: 5.87 eV
- Net charge: -1
- Energy relative to the best compared isomer or geometry (same formula, charge and spin): 25.37 kcal/mol



The following is a quantum chemistry calculation of C2H2O3 as an isolated structure at a distorted geometry, from the Open Molecules 2025 dataset.

CARTESIAN COORDINATES (ANGSTROEM)
1 C -0.08281 -1.10927 0.37997
2 C 0.46125 1.80144 -0.69516
3 O 0.60962 -1.07651 1.31915
4 O -0.11005 2.10249 0.29781
5 O -0.18429 -0.40504 -0.77655
6 H -0.73713 -1.93899 0.37816
7 H 0.04341 0.62588 -0.90339

Results
- Spin multiplicity: 1
- HOMO level: -10.65 eV
- Frontier orbital gap: 9.72 eV
- Energy relative to the best compared isomer or geometry (same formula, charge and spin): 54.09 kcal/mol



The following is a quantum chemistry calculation of a single C5H5F2NO molecule at a distorted geometry, from the Open Molecules 2025 dataset.

CARTESIAN COORDINATES (ANGSTROEM)
1 C -0.21688 1.86241 -0.07203
2 C 1.06435 1.49578 -0.11085
3 C -1.11988 0.64318 0.16543
4 C 1.22935 0.04839 -0.00533
5 C -0.63249 -1.83512 -0.05279
6 N -0.37188 -0.40814 -0.21945
7 O -2.27989 0.57832 0.45807
8 F 2.00273 -0.47580 -0.95068
9 F 1.55945 -0.43061 1.20385
10 H -0.72394 2.87724 0.09617
11 H 1.78290 2.16008 -0.45859
12 H -1.03358 -2.39172 -0.92959
13 H 0.18954 -2.36144 0.25301
14 H -1.44978 -1.76258 0.62277

Results
- Spin multiplicity: 1
- HOMO level: -9.79 eV
- Frontier orbital gap: 9.93 eV
- Structure (SMILES): CN1C(=O)C=CC1(F)F
- Energy relative to the best compared isomer or geometry (same formula, charge and spin): 0.00 kcal/mol